1.
This record from the Open Molecules 2025 dataset describes one molecule with the formula C4H10N2O. The level of theory is wB97M-V/def2-TZVPD.

XYZ file:
```
17
Properties=species:S:1:pos:R:3:lowdin_charge:R:1
C -0.04 0.11 -2.13 -0.053
N 0.29 -0.30 -0.79 -0.177
C 0.32 -1.73 -0.58 -0.078
C 0.41 0.63 0.22 -0.462
O 0.72 1.78 -0.03 0.064
C -0.05 0.14 1.61 -0.206
N -1.44 -0.27 1.69 0.023
H 0.90 0.16 -2.68 0.096
H -0.75 -0.61 -2.56 0.089
H -0.57 1.07 -2.11 0.093
H -0.63 -2.20 -0.85 0.088
H 0.60 -2.17 0.37 0.078
H 1.10 -2.08 -1.27 0.092
H 0.65 -0.68 1.79 0.103
H 0.24 0.95 2.29 0.115
H -2.11 0.36 2.11 0.069
H -1.35 -1.01 2.38 0.067
```

Its orbital gap is 9.7378 eV. The value obtained for the energy above the lowest of the compared OMol25 structures with the same formula, charge and spin is 1.749 eV. Its SMILES is CN(C)C(=O)CN. As for the net charge: 0. The calculation puts the LUMO energy at 0.0305 Ha.



2.
This record from the Open Molecules 2025 dataset describes a 2-piece molecular cluster, C6H9NO2 overall. The level of theory is wB97M-V/def2-TZVPD.

XYZ file:
```
18
Properties=species:S:1:pos:R:3:lowdin_charge:R:1
C 1.28 -1.80 -0.19 0.020
C 1.17 -0.48 -1.07 -0.217
C 2.17 0.26 -1.46 -0.131
N 3.04 0.84 -2.01 0.239
C -0.17 -0.06 -1.36 -0.333
O -1.22 -0.45 -0.97 0.049
H 0.62 -2.39 -0.72 0.049
H 0.94 -1.53 0.73 0.022
H 2.28 -2.26 -0.19 0.095
H 3.69 1.51 -1.76 0.070
H -0.20 0.83 -2.09 0.141
C -2.52 1.07 1.60 -0.041
C -1.17 0.47 1.62 -0.337
O -0.19 1.06 1.24 0.036
H -2.59 1.89 2.26 0.063
H -2.82 1.38 0.59 0.100
H -3.13 0.24 1.93 0.072
H -1.18 -0.58 1.85 0.105
```

Its orbital gap is 9.7434 eV. The value obtained for the energy above the lowest of the compared OMol25 structures with the same formula, charge and spin is 3.123 eV. Its SMILES is CC(=C=N)C=O.CC=O. As for the net charge: 0. The calculation puts the LUMO energy at 0.0310 Ha.



3.
This record from the Open Molecules 2025 dataset describes an isolated ion of composition C4H6N3O2S and charge -1. The level of theory is wB97M-V/def2-TZVPD.

XYZ file:
```
16
Properties=species:S:1:pos:R:3:lowdin_charge:R:1
C -0.11 1.07 -1.68 -0.165
N 0.57 0.32 -0.68 -0.266
C 0.93 -1.01 -1.19 -0.109
N -0.12 0.22 0.56 -0.408
S -1.71 -0.45 0.65 0.790
C -1.40 -0.47 2.63 -0.801
O -2.36 -0.72 3.25 -0.021
N -0.24 -0.03 2.81 0.103
C 0.56 0.46 1.79 -0.570
O 1.72 0.85 1.80 0.003
H -0.64 2.04 -1.53 0.086
H 0.57 1.35 -2.55 0.093
H -0.97 0.50 -2.00 0.042
H 0.43 -1.85 -0.63 0.075
H 0.80 -1.01 -2.31 0.081
H 1.96 -1.26 -0.92 0.067
```

Its orbital gap is 7.3533 eV. The value obtained for the energy above the lowest of the compared OMol25 structures with the same formula, charge and spin is 0.000 eV. Its SMILES is CN(C)n1sc([O-])nc1=O. As for the net charge: -1. The calculation puts the LUMO energy at 0.1262 Ha.



4.
This record from the Open Molecules 2025 dataset describes C49H54FFeN10O4Si as an isolated structure. The level of theory is wB97M-V/def2-TZVPD.

XYZ file:
```
120
Properties=species:S:1:pos:R:3:mulliken_spin:R:1
Fe 0.27 -2.08 0.46 4.296
C 0.36 -5.40 0.70 0.021
N 1.21 -4.28 1.09 0.061
C 2.63 -4.38 0.79 0.015
C 3.05 -3.30 -0.17 0.009
N 2.35 -2.22 -0.35 0.066
C 3.10 -1.41 -1.19 0.005
C 2.85 -0.13 -1.69 -0.008
C 3.79 0.43 -2.54 -0.001
C 4.97 -0.26 -2.88 0.001
C 5.24 -1.52 -2.37 -0.001
C 4.29 -2.07 -1.53 -0.002
N 4.22 -3.28 -0.85 0.002
C -0.44 -5.01 -0.51 0.009
N -0.80 -3.77 -0.73 0.058
C -1.68 -3.82 -1.81 0.005
C -2.41 -2.81 -2.44 -0.013
C -3.21 -3.17 -3.51 0.000
C -3.28 -4.50 -3.95 0.001
C -2.58 -5.51 -3.33 -0.002
C -1.79 -5.14 -2.25 -0.005
N -0.98 -5.88 -1.40 0.003
H -0.34 -5.61 1.51 -0.001
H 0.93 -6.31 0.51 0.000
H 1.06 -4.00 2.05 -0.005
H 2.89 -5.36 0.38 0.000
H 3.22 -4.25 1.70 0.001
H 1.93 0.38 -1.42 0.007
H 3.62 1.41 -2.95 0.000
H 5.68 0.21 -3.54 0.000
H 6.16 -2.03 -2.62 0.000
H 4.94 -3.99 -0.83 -0.001
H -2.36 -1.79 -2.09 0.001
H -3.79 -2.41 -4.01 0.000
H -3.93 -4.74 -4.79 0.000
H -2.66 -6.54 -3.66 0.000
H -0.88 -6.88 -1.38 -0.001
F -1.97 4.29 -0.48 0.000
C -1.11 3.90 0.48 0.002
C -0.72 2.59 0.51 0.008
C 0.13 2.12 1.51 0.022
C 0.49 0.71 1.57 -0.017
O 0.04 -0.07 0.69 0.089
C 1.28 0.32 2.69 -0.016
C 1.68 1.27 3.59 0.000
N 1.39 2.58 3.51 0.004
C 1.85 3.49 4.54 0.000
C 3.24 3.33 5.07 0.000
C 2.91 4.50 4.20 0.000
C 0.58 3.03 2.48 0.001
C 0.18 4.38 2.42 0.001
C -0.67 4.84 1.44 -0.001
N -1.05 6.21 1.45 0.000
C -1.73 6.81 0.31 0.000
C -1.87 8.32 0.56 0.000
N -0.76 8.74 1.48 0.000
C -0.99 8.18 2.86 0.000
C -1.55 6.76 2.70 0.000
C 1.73 -1.09 2.99 0.018
O 2.31 -1.30 4.04 0.013
O 1.49 -1.95 2.07 0.091
H -1.11 1.89 -0.22 -0.003
H 2.26 0.95 4.44 -0.001
H 1.08 3.77 5.24 0.000
H 3.87 2.56 4.64 0.000
H 3.38 3.48 6.13 0.000
H 3.29 4.48 3.19 0.000
H 2.83 5.48 4.65 0.000
H 0.57 5.06 3.15 0.000
H -2.73 6.41 0.13 0.000
H -1.14 6.64 -0.59 0.000
H -2.80 8.58 1.07 0.000
H -1.80 8.89 -0.36 0.000
H -0.66 9.75 1.52 0.000
H 0.12 8.35 1.12 0.000
H -1.69 8.84 3.37 0.000
H -0.04 8.20 3.38 0.000
H -2.65 6.77 2.72 0.000
H -1.23 6.16 3.55 0.000
C -4.38 -3.78 4.01 0.001
Si -2.86 -2.75 4.31 0.004
C -1.79 -3.49 5.65 0.002
C -3.33 -1.00 4.74 0.002
C -1.85 -2.69 2.77 0.051
C -1.14 -2.61 1.78 0.100
H -5.01 -3.81 4.90 0.000
H -4.12 -4.81 3.75 0.000
H -4.97 -3.37 3.19 0.000
H -2.31 -3.47 6.61 0.000
H -0.86 -2.93 5.75 0.000
H -1.54 -4.52 5.43 0.000
H -3.99 -0.98 5.61 0.000
H -3.86 -0.53 3.90 0.000
H -2.45 -0.40 4.96 0.000
C 1.31 -0.94 -6.00 0.000
N 0.85 -1.71 -4.85 0.000
N 0.29 -1.03 -3.79 0.001
C 0.55 -1.72 -2.62 0.006
O 0.06 -1.35 -1.52 0.092
C 1.34 -2.84 -3.00 0.002
C 1.54 -2.76 -4.34 -0.003
C 2.38 -3.62 -5.23 0.000
C -0.85 -0.21 -4.01 0.007
C -1.07 0.89 -3.19 -0.004
C -2.20 1.67 -3.39 0.000
C -3.09 1.36 -4.41 0.000
C -2.86 0.27 -5.23 0.000
C -1.74 -0.53 -5.02 0.001
H 0.64 -0.11 -6.16 0.000
H 1.29 -1.58 -6.89 0.000
H 2.32 -0.56 -5.85 0.000
H 1.71 -3.60 -2.34 0.002
H 2.75 -4.47 -4.67 0.000
H 3.23 -3.06 -5.62 0.000
H 1.80 -3.98 -6.08 0.000
H -0.37 1.11 -2.40 0.001
H -2.38 2.52 -2.75 0.000
H -3.97 1.98 -4.57 0.000
H -3.55 0.02 -6.02 0.000
H -1.58 -1.41 -5.63 0.000
```

Its orbital gap (alpha / beta) is 7.4089 / 7.2716 eV. The spin multiplicity is 6. The value obtained for the energy above the lowest of the compared OMol25 structures with the same formula, charge and spin is 0.170 eV. Its expectation value of S² is 8.76. As for the net charge: +2. The calculation puts the LUMO energy (alpha / beta) at -0.1685 / -0.1689 Ha.



It is found that the max |F| values, taken in the order of the records, are 2.2 5.0 3.9 0.6 eV Å⁻¹.
It is found that the E_tot values, taken in the order of the records, are -9337.238 -11950.196 -23645.939 -119752.101 eV.